[1]
{
  "formula": "C43H57FIN2O20S",
  "method": "wB97M-V/def2-TZVPD",
  "species": ["I", "S", "F", "O", "O", "O", "O", "O", "O", "O", "O", "O", "O", "O", "O", "O", "O", "O", "O", "O", "O", "O", "O", "N", "N", "C", "C", "C", "C", "C", "C", "C", "C", "C", "C", "C", "C", "C", "C", "C", "C", "C", "C", "C", "C", "C", "C", "C", "C", "C", "C", "C", "C", "C", "C", "C", "C", "C", "C", "C", "C", "C", "C", "C", "C", "C", "C", "C", "H", "H", "H", "H", "H", "H", "H", "H", "H", "H", "H", "H", "H", "H", "H", "H", "H", "H", "H", "H", "H", "H", "H", "H", "H", "H", "H", "H", "H", "H", "H", "H", "H", "H", "H", "H", "H", "H", "H", "H", "H", "H", "H", "H", "H", "H", "H", "H", "H", "H", "H", "H", "H", "H", "H", "H", "H"],
  "xyz": [[-7.645, 0.506, -5.906], [-2.602, 5.019, 3.113], [-5.487, 3.444, -6.169], [7.534, -4.775, 6.395], [4.470, -6.738, 3.419], [-3.816, 4.256, 3.153], [-6.966, 0.127, 1.261], [3.397, -0.014, -0.917], [3.890, -8.621, 5.096], [-2.545, 3.675, -1.980], [-2.464, 6.177, 3.922], [2.135, -1.979, 0.181], [7.267, -0.822, 1.621], [9.821, -9.143, 0.312], [8.434, -7.598, 4.527], [-1.400, 4.024, 3.438], [6.022, -2.835, 2.684], [7.001, -6.690, 8.049], [-4.712, 0.459, -5.724], [12.259, -8.905, 1.137], [-5.685, 3.542, -1.843], [-2.734, 1.678, -0.855], [10.880, -7.297, 5.334], [-7.651, -0.885, -0.659], [-4.486, 1.989, -3.223], [-3.517, 3.553, 0.297], [-0.108, 3.747, -2.599], [-2.064, -0.474, -1.604], [-3.356, 5.078, 0.455], [4.790, -7.737, 5.499], [11.734, -8.077, 3.288], [0.944, 2.602, -2.318], [-7.193, 0.194, 0.081], [-3.346, 2.927, -1.105], [-3.360, 0.952, -3.195], [-6.869, 1.454, -0.718], [3.381, -1.786, 0.593], [0.768, 1.823, -1.002], [-5.681, 0.762, -5.123], [-2.229, 5.474, 1.419], [-4.725, 2.561, -1.770], [5.415, -0.281, 0.282], [-1.198, 3.959, -1.530], [10.720, -7.760, 4.106], [-5.303, 3.855, -4.863], [4.064, -0.614, -0.086], [5.359, -2.218, 1.872], [8.963, -8.383, 2.366], [-0.740, 3.656, -3.996], [5.078, -6.657, 4.476], [6.637, -5.664, 5.993], [9.978, -8.698, 1.546], [11.431, -8.574, 1.965], [5.400, -7.777, 6.692], [-7.582, 6.053, -1.204], [-1.673, -0.829, -0.394], [6.368, -6.752, 7.009], [9.269, -7.906, 3.693], [-4.152, 3.054, -4.253], [6.027, -5.623, 4.801], [-6.166, 5.664, -0.779], [1.108, 1.593, -3.468], [6.035, -1.033, 1.207], [-2.361, 0.947, -2.011], [3.994, -2.540, 1.515], [-5.725, 1.280, -3.691], [-5.343, 1.426, -0.909], [-5.411, 4.956, -1.900], [3.519, -3.380, 2.002], [6.219, -4.856, 4.065], [0.452, 4.682, -2.637], [10.725, -9.293, -0.037], [1.918, 3.090, -2.253], [-1.189, 5.021, -1.272], [-6.248, 3.772, -4.330], [-8.205, 6.267, -0.336], [0.029, 3.719, -4.763], [1.192, 0.829, -1.113], [-1.410, 4.502, -4.165], [7.461, -1.513, 2.287], [-1.295, 2.730, -4.154], [-5.033, 4.910, -4.887], [-4.346, 5.179, -1.935], [-1.273, 5.027, 1.155], [-3.822, -0.029, -3.274], [-5.603, 6.535, -0.443], [0.209, 0.999, -3.653], [5.889, 0.563, -0.198], [-4.267, 5.498, 0.878], [7.926, -8.470, 2.075], [-4.925, 1.471, 0.091], [-5.029, 0.450, -1.286], [-2.203, -1.232, -2.369], [-7.154, 2.297, -0.094], [1.442, 2.063, -4.392], [-6.597, 1.910, -3.557], [-2.129, 6.558, 1.442], [-0.986, 3.434, -0.604], [12.771, -7.979, 3.576], [-2.769, 3.060, 0.920], [1.300, 2.286, -0.167], [-7.435, 1.440, -1.648], [3.631, -8.343, 4.194], [7.796, -5.052, 7.297], [-5.828, 5.319, -2.842], [-8.199, -1.533, -0.104], [-1.215, -1.793, -0.219], [-1.762, 3.204, 3.810], [-8.062, 5.238, -1.750], [-7.576, 6.949, -1.827], [1.978, -1.289, -0.496], [-3.412, 3.721, -3.831], [1.897, 0.896, -3.183], [-1.793, -0.157, 0.446], [-6.239, 4.961, 0.057], [-4.469, 3.259, 0.734], [-0.266, 1.684, -0.687], [-3.670, 2.563, -5.094], [5.203, -8.545, 7.426], [-3.130, 5.566, -0.491], [9.980, -7.159, 5.694], [-8.173, -0.623, -1.486], [-5.899, 0.393, -3.081], [-2.789, 1.072, -4.110], [-1.413, 1.350, -2.381]],
  "e_lumo_ev": -3.10,
  "homo_energy_ev": -10.5,
  "total_charge": 1,
  "homo_lumo_gap_ev": 7.347,
  "e_tot_ha": -4082.4509,
  "spin_multiplicity": 1
}

---

[2]
{
  "formula": "C43H58AsGaIN2PSi3",
  "method": "wB97M-V/def2-TZVPD",
  "species": ["I", "As", "Ga", "P", "Si", "Si", "Si", "N", "N", "C", "C", "C", "C", "C", "C", "C", "C", "C", "C", "C", "C", "C", "C", "C", "C", "C", "C", "C", "C", "C", "C", "C", "C", "C", "C", "C", "C", "C", "C", "C", "C", "C", "C", "C", "C", "C", "C", "C", "C", "C", "C", "C", "H", "H", "H", "H", "H", "H", "H", "H", "H", "H", "H", "H", "H", "H", "H", "H", "H", "H", "H", "H", "H", "H", "H", "H", "H", "H", "H", "H", "H", "H", "H", "H", "H", "H", "H", "H", "H", "H", "H", "H", "H", "H", "H", "H", "H", "H", "H", "H", "H", "H", "H", "H", "H", "H", "H", "H", "H", "H"],
  "xyz": [[3.207, -1.590, -0.460], [1.567, 1.987, -0.242], [0.612, -0.191, 0.290], [-1.466, -0.879, -0.734], [0.082, 3.896, 0.169], [2.429, 2.310, -2.510], [3.441, 2.128, 1.310], [-4.031, 3.169, 0.601], [-6.326, 4.093, 0.570], [1.024, -3.727, 2.650], [-7.445, 6.058, -0.412], [-6.868, 6.022, 2.029], [-2.558, -4.591, -1.962], [-1.284, 3.940, -1.087], [-3.654, -1.533, 2.651], [0.200, -3.378, 3.753], [-1.997, 0.921, -4.311], [-6.645, 6.741, 0.694], [-2.180, 0.103, -2.058], [-6.877, 4.659, -0.677], [-2.606, 0.605, 1.226], [3.458, 3.863, 1.972], [2.369, -5.379, 1.486], [3.167, 0.757, -3.215], [-2.474, -0.695, 0.740], [-0.577, 3.709, 1.901], [-1.425, -2.594, -1.252], [0.789, -1.433, 1.801], [-3.259, 0.834, 2.426], [2.826, -4.377, 0.600], [-3.481, 0.590, -1.976], [-1.432, 0.278, -3.222], [-1.330, -5.209, -2.164], [-2.611, -3.282, -1.514], [-0.149, -4.519, -1.930], [3.716, 3.644, -2.323], [-2.999, -1.769, 1.453], [5.011, 1.731, 0.370], [3.116, 0.935, 2.697], [-0.197, -3.209, -1.479], [-3.776, -0.238, 3.141], [-4.032, 1.248, -3.066], [2.347, -3.110, 0.731], [1.173, 5.400, -0.013], [-0.262, -2.102, 3.898], [1.514, -5.050, 2.500], [1.383, -2.727, 1.715], [-0.004, -1.148, 2.888], [-6.981, 4.504, 1.819], [1.034, 2.908, -3.591], [-5.108, 3.603, 0.588], [-3.297, 1.407, -4.230], [-4.068, -2.364, 3.207], [-7.645, 3.987, -1.068], [4.129, 0.488, -2.777], [-0.420, -0.112, -3.290], [2.322, 1.300, 3.353], [-6.924, 7.790, 0.783], [0.728, -2.673, -1.306], [-0.860, -1.821, 4.754], [2.493, 4.162, 2.383], [-0.036, -4.142, 4.483], [2.735, -6.391, 1.376], [-3.736, 1.909, -5.082], [-1.427, 1.046, -5.221], [-1.512, 3.145, 1.890], [-6.059, 6.255, 2.723], [2.507, -0.108, -3.160], [1.151, 2.479, -4.590], [4.028, 0.863, 3.298], [-3.381, 1.847, 2.785], [-3.474, -5.130, -2.162], [-0.941, 4.299, -2.056], [-8.495, 5.992, -0.119], [4.183, 3.900, 2.791], [1.088, 3.994, -3.695], [4.850, 1.292, -0.616], [3.767, 4.594, 1.224], [-2.879, -2.783, 1.098], [-3.570, -2.797, -1.376], [-6.535, 3.943, 2.637], [-7.414, 6.632, -1.337], [0.041, 2.646, -3.235], [-6.065, 4.707, -1.403], [2.859, -0.072, 2.372], [3.250, 4.624, -2.220], [2.080, 5.225, -0.588], [-2.258, 1.447, 0.637], [-0.817, 4.701, 2.292], [0.593, 6.163, -0.539], [1.467, 5.811, 0.952], [0.121, 3.239, 2.597], [-4.054, 0.474, -1.065], [-1.296, -6.231, -2.516], [-7.792, 6.377, 2.489], [0.806, -4.996, -2.101], [-1.813, 2.991, -1.211], [3.567, -4.616, -0.151], [-8.025, 4.196, 1.747], [3.345, 0.974, -4.273], [4.315, 3.671, -3.238], [-0.470, -0.176, 2.997], [5.604, 2.637, 0.234], [-5.043, 1.628, -3.006], [-2.020, 4.650, -0.699], [1.205, -5.797, 3.221], [-5.583, 6.721, 0.430], [4.402, 3.491, -1.490], [-4.288, -0.064, 4.078], [5.611, 1.025, 0.948]],
  "e_lumo_ev": -5.16,
  "homo_energy_ev": -12.9,
  "total_charge": 2,
  "homo_lumo_gap_ev": 7.760,
  "e_tot_ha": -7450.5996,
  "e_above_lowest_kj_mol": 74.63,
  "spin_multiplicity": 1
}